No. 1
DFT (ωB97M-V/def2-TZVPD) results for 4 unconnected molecules or ions with the total composition C3H11NO3 in a non-equilibrium geometry.

Each line ends with the Löwdin charge.
CARTESIAN COORDINATES (ANGSTROEM)
1 H 1.49 -1.31 2.60  0.084
2 H -1.54 -0.11 -1.59  0.023
3 H 0.10 1.70 -3.81  0.008
4 H 0.16 1.90 2.90  0.059
5 C 0.38 1.11 2.19  0.010
6 H -1.42 -0.54 -0.18  -0.030
7 C 0.71 -1.84 2.04  -0.017
8 H 1.88 -0.20 -2.26  0.035
9 H -1.54 0.20 2.11  0.110
10 C -0.48 0.13 1.92  -0.246
11 H 0.76 -0.70 -1.34  0.006
12 H 1.42 0.95 1.94  0.057
13 O 1.46 -1.00 -1.93  -0.056
14 O -0.61 2.29 -3.63  -0.041
15 H -1.35 1.68 -3.45  0.032
16 H 0.81 -2.91 1.87  0.075
17 O -2.08 -0.16 -0.78  -0.065
18 N -0.15 -1.16 1.40  -0.044

## Properties
Structure (SMILES): C=CN=C.O.O.O
Kohn-Sham gap: 10.25 eV
LUMO: 0.326 eV
Strongest force on any atom: 1.42 eV Å⁻¹
HOMO: -9.92 eV

No. 2
DFT (ωB97M-V/def2-TZVPD) results for 3 unconnected molecules or ions with the total composition C3H11NO3 in a non-equilibrium geometry.

Each line ends with the Löwdin charge.
CARTESIAN COORDINATES (ANGSTROEM)
1 O -0.60 0.80 2.23  -0.079
2 H 0.67 -0.57 1.33  0.029
3 C 1.41 0.07 -1.23  -0.151
4 H 1.18 -2.10 -1.13  0.148
5 O -0.80 2.43 0.21  -0.047
6 C 0.70 -1.17 -0.73  -0.349
7 C -0.83 -1.19 -0.89  -0.062
8 O 0.81 1.06 -1.72  -0.005
9 H -0.88 -0.94 -1.99  0.089
10 H -1.39 2.98 -0.31  0.071
11 H 0.70 -2.12 1.15  0.021
12 H 2.47 0.06 -1.04  0.119
13 H -1.39 -0.44 -0.36  0.063
14 H -0.80 0.94 3.17  0.048
15 H -0.21 2.04 -0.44  0.005
16 H -1.34 -2.14 -0.79  0.069
17 N 1.08 -1.32 0.77  0.041
18 H -0.79 1.62 1.76  -0.012

## Properties
Structure (SMILES): C[C@H](N)C=O.O.O
Kohn-Sham gap: 9.82 eV
LUMO: 0.528 eV
Strongest force on any atom: 3.98 eV Å⁻¹
HOMO: -9.29 eV

Q: The lowest LUMO belongs to which entry?
A: number 1

Q: Which value of LUMO does entry 1 give?
A: 0.326 eV

Q: LUMO of number 2 (C3H11NO3)?
A: 0.528 eV

Q: Among the records above, which one has the lowest HOMO?
A: number 1